Formula: C8H9P
Source: the Open Molecules 2025 dataset
Level of theory: wB97M-V/def2-TZVPD

Each line ends with the Löwdin charge.
CARTESIAN COORDINATES (ANGSTROEM)
H  1.765073  -2.735000  -0.216013  0.136
C  -2.296657  0.869520  -0.718068  -0.388
C  1.632884  -1.592194  -0.184878  -0.100
H  -1.613963  0.814508  -1.540753  0.068
H  -3.042076  1.696442  -0.497661  0.096
C  -0.063398  0.029389  0.221727  -0.336
C  2.220814  0.700478  -0.163008  -0.092
H  -1.678531  1.271383  1.895237  0.227
H  3.051409  1.346484  -0.361431  0.096
H  3.722929  -0.658271  -0.277591  0.130
H  -3.544911  -0.406746  0.925268  -0.115
C  2.584633  -0.646093  -0.169205  -0.114
C  0.915091  0.990753  0.137221  -0.066
P  -2.757027  -0.787472  -0.100171  0.895
H  0.559583  2.100163  0.099370  0.150
C  0.333891  -1.300267  0.184749  -0.066
C  -1.477098  0.372400  0.417784  -0.571
H  -0.312647  -2.065477  0.347429  0.053

Force components x, y, z for each atom (eV/Å):
0.7 1.9 -0.2
-0.8 1.3 1.5
-0.6 -4.4 1.5
-0.6 0.5 -1.2
1.4 -0.9 -0.9
-0.1 -0.7 1.2
-0.2 -1.2 0.9
0.4 -2.3 -3.6
-0.3 1.0 0.3
-1.7 -1.4 -0.1
-1.3 0.6 0.9
3.4 2.1 -1.3
-0.7 4.0 -1.5
0.4 -1.5 -0.8
0.7 -2.0 0.3
1.4 2.7 -1.3
-0.1 2.3 4.0
-2.0 -2.0 0.3

As for the spin multiplicity: 1. The value obtained for the energy above the lowest of the compared OMol25 structures with the same formula, charge and spin is 276.7 kJ/mol. As for the HOMO-LUMO gap: 0.3307 Ha. As for the total charge: 0.